C7H8 in the gas phase. Source: the OMol25 dataset; level of theory: the ωB97M-V functional and the def2-TZVPD basis.

Structure (XYZ):
```
15
Properties=species:S:1:pos:R:3:forces:R:3
C -0.117031 -1.547491 -0.513585 0.0 0.0 0.0
C -0.264283 -0.100363 -0.079414 -0.2 -0.1 -0.2
C 0.205353 0.991038 -0.937061 -0.2 0.0 -0.2
C 1.028320 0.691961 0.356090 0.5 0.0 0.2
C 2.277983 0.070256 0.071097 -0.3 0.3 0.3
C -1.418414 0.163612 0.758998 -0.6 0.1 0.4
C -2.408149 0.341212 1.426901 0.7 -0.1 -0.4
H -1.020584 -1.871302 -1.040803 0.1 0.1 0.1
H 0.751596 -1.660276 -1.162815 -0.1 0.0 0.1
H 0.018717 -2.190933 0.361246 0.0 0.1 -0.1
H 0.843450 1.410047 1.158328 0.0 -0.2 -0.1
H 0.692235 0.733779 -1.871674 -0.1 0.0 0.2
H -0.314241 1.944254 -0.907974 0.1 -0.2 0.0
H 3.032590 0.496122 0.766996 -0.1 0.0 -0.2
H -3.278527 0.498574 2.023488 0.1 0.0 -0.1
```
Positions in Å, forces in eV/Å.

* ΔE to the lowest compared entry with this formula, charge and spin: 143.4 kcal/mol
* E_HOMO: -8.48 eV
* largest force on an atom: 0.77 eV/A
* LUMO energy: -0.180 eV

Mulliken atomic charge list, values in e, 6 entries:
1 C -1.54
2 C 1.19
3 C -0.85
4 C 0.03
5 C -0.99
6 C -0.90